# C10H26Cl2NO2P2W

A structure of composition C10H26Cl2NO2P2W (wB97M-V/def2-TZVPD, OMol25).

Geometry (Å):
C 1.089 -3.344 -5.256
C 1.142 -2.804 -3.857
H 0.180 -3.941 -5.336
H 1.962 -3.987 -5.454
H 1.046 -2.520 -5.987
O 0.352 -2.978 -2.959
Cl 2.608 -1.792 -3.610
W 0.173 0.367 0.300
P 1.203 -1.609 1.397
C 0.295 -2.491 2.701
C 1.826 -2.817 0.189
H 2.482 -3.526 0.736
H 3.277 -1.650 2.601
H 2.371 -2.291 -0.620
H 3.247 -0.287 1.401
H -0.576 -2.982 2.211
H 0.957 -3.325 -0.274
C 2.667 -0.834 2.171
H 0.989 -3.239 3.150
H 2.342 -0.138 2.969
H -0.055 -1.743 3.450
P -1.190 1.898 -1.101
C -2.921 2.219 -0.646
C -0.265 3.457 -0.885
H -0.049 1.266 -3.144
H -1.522 2.325 -3.429
H -1.715 0.553 -3.018
C -1.107 1.467 -2.867
H 0.799 3.297 -1.148
H -0.721 4.204 -1.560
H -3.292 3.032 -1.310
H -2.972 2.510 0.430
H -0.349 3.786 0.168
H -3.482 1.273 -0.811
Cl 1.934 0.494 -1.238
C -2.517 1.883 3.283
C -1.102 1.557 3.009
N -0.144 1.903 3.872
O -0.823 0.897 1.972
H -2.583 2.347 4.293
H -3.086 0.941 3.257
H -2.895 2.568 2.517
H 0.831 1.695 3.684
H -0.408 2.359 4.749

Cartesian forces (eV/Å) of the 3 atoms listed first:
-0.3 -0.1 0.1
-1.1 -0.5 0.6
0.1 0.0 -0.1

Calculated values
- E_tot (eV) = -61797.2724
- gap between HOMO and LUMO (alpha / beta) (eV) = 4.60 / 5.50
- multiplicity = 3
- HOMO energy (alpha / beta) (eV) = -18.0532 / -18.0509
- energy relative to the best compared isomer or geometry (same formula, charge and spin) (kJ/mol) = 0.0
- net charge = +3